Record 1
C12H16N6O2 | ωB97M-V with the def2-TZVPD basis set

Cartesian coordinates (Å):
C (-1.4053, -3.8206, 0.8248)
C (-1.6209, -2.5634, 0.4890)
C (-1.7099, -2.0681, -0.9229)
O (-0.8611, -0.9509, -1.1598)
C (-1.0166, 0.1847, -0.4117)
C (0.1614, 0.7899, 0.0342)
C (1.4690, 0.1218, -0.2890)
N (2.5165, 0.5481, 0.6425)
N (3.7466, 0.0116, 0.3316)
N (4.2664, -1.1314, 0.8217)
N (5.4120, -1.2675, 0.3108)
N (5.7090, -0.2804, -0.5296)
C (4.6718, 0.5311, -0.5237)
N (4.4552, 1.6432, -1.2670)
C (0.1136, 1.9810, 0.7440)
C (-1.1027, 2.5630, 1.0343)
C (-2.2780, 1.9758, 0.5990)
C (-2.2549, 0.7990, -0.1377)
O (-3.3794, 0.1940, -0.6306)
C (-4.6329, 0.7747, -0.3660)
H (-1.3619, -4.1357, 1.8532)
H (-1.2745, -4.5902, 0.0822)
H (-1.7463, -1.7989, 1.2457)
H (-1.3558, -2.8271, -1.6247)
H (-2.7506, -1.8172, -1.1603)
H (1.7892, 0.4111, -1.2962)
H (1.3310, -0.9683, -0.2865)
H (2.2762, 0.2562, 1.5886)
H (5.2832, 2.0446, -1.6753)
H (3.7896, 2.2954, -0.8810)
H (1.0338, 2.4370, 1.0716)
H (-1.1460, 3.4835, 1.5957)
H (-3.2165, 2.4550, 0.8256)
H (-5.3615, 0.1259, -0.8501)
H (-4.7079, 1.7805, -0.7905)
H (-4.8415, 0.8128, 0.7079)

Force components x, y, z for each atom (eV/Å):
-0.01 -0.07 0.07
0.11 0.29 -0.24
-0.43 -0.50 -0.03
-0.02 0.47 -0.10
0.01 0.13 0.13
-0.11 -0.17 -0.06
-0.08 -0.42 -0.27
-0.20 0.09 0.29
1.16 0.43 -0.98
-1.05 -0.47 0.76
0.36 -0.73 0.37
0.11 1.06 -0.84
-0.53 -0.67 0.81
-0.06 0.26 -0.19
-0.05 0.05 0.04
0.02 0.01 -0.01
-0.16 -0.04 -0.03
0.02 -0.15 -0.09
0.56 -0.06 -0.02
-0.25 0.11 0.05
-0.02 -0.02 0.21
0.06 -0.13 -0.21
-0.05 0.02 0.18
-0.08 0.04 0.11
0.29 -0.06 -0.03
0.00 -0.10 0.06
0.12 0.20 -0.02
0.22 0.11 -0.11
-0.02 0.04 0.03
0.07 0.04 0.00
0.07 0.06 0.04
-0.01 0.08 0.05
-0.11 0.00 0.00
0.01 0.08 0.05
0.01 -0.03 0.03
0.02 0.02 -0.05

Its energy above the lowest of the compared OMol25 structures with the same formula, charge and spin is 20.9 kcal/mol. The structure (SMILES) is C=CCOc1c(CNn2nnnc2N)cccc1OC. The net charge is 0. The value obtained for the HOMO-LUMO gap is 9.3 eV. As for the lowest unoccupied orbital energy: 0.63 eV.

From a Löwdin analysis of the wavefunction, the atomic charges in e read: 0.018 -0.141 -0.178 -0.038 -0.172 -0.134 -0.121 0.018 -0.122 0.024 -0.072 0.041 -0.428 0.154 -0.051 -0.079 -0.022 -0.192 -0.099 -0.076 0.053 0.059 0.109 0.132 0.118 0.134 0.129 0.140 0.101 0.094 0.102 0.104 0.102 0.097 0.098 0.099


Record 2
C12H16NO | ωB97M-V with the def2-TZVPD basis set

Cartesian coordinates (Å):
C (-1.2012, 3.6702, 2.9139)
C (-1.8981, 2.4530, 2.9412)
C (0.0113, 3.6869, 2.2515)
C (-1.4868, 1.3231, 2.2952)
C (0.5643, 2.5241, 1.7570)
C (-0.1247, 1.2535, 1.7806)
C (0.1962, 0.2292, 0.9495)
C (1.4827, -1.4064, -0.0684)
C (0.5283, -1.6682, -1.2676)
C (1.0893, -2.9824, -1.8763)
C (-0.8427, -1.9683, -0.8562)
C (-0.0421, -0.3629, -3.3310)
N (0.7570, -0.6540, -2.2409)
O (1.2191, -0.4717, 0.9175)
H (-1.5505, 4.5535, 3.4483)
H (-2.8389, 2.3455, 3.4010)
H (0.6779, 4.6196, 2.3923)
H (-2.0624, 0.3360, 2.4886)
H (1.5505, 2.5638, 1.4881)
H (1.5188, -2.3412, 0.4724)
H (2.4657, -1.4068, -0.4338)
H (2.1642, -2.7589, -2.0614)
H (0.8222, -3.1949, -2.9579)
H (1.0496, -3.9056, -1.2739)
H (-0.7940, -2.7795, -0.2437)
H (-1.4150, -2.2460, -1.7088)
H (-1.3466, -1.0752, -0.3738)
H (-0.8804, -0.9646, -3.4435)
H (0.7313, -0.0411, -4.1539)
H (-0.3453, 0.6691, -3.2060)

Force components x, y, z for each atom (eV/Å):
-0.23 -0.62 -0.08
-0.24 0.29 -0.49
1.55 1.51 1.17
1.01 -2.34 0.80
-1.66 -1.08 0.78
-2.57 3.56 0.68
1.11 -1.26 -0.36
-0.83 -3.92 -1.60
1.19 -0.30 -0.75
2.18 -0.09 -1.76
-1.68 3.26 -0.30
2.66 2.15 -0.66
1.49 0.78 1.58
-0.29 2.02 0.59
-0.08 -0.30 -0.23
-0.97 0.36 0.77
-1.16 -1.65 -0.74
0.86 1.88 -0.84
2.31 -0.09 -1.14
-0.32 -0.42 0.51
1.48 1.40 -0.38
-0.28 -0.39 0.38
-0.62 0.34 1.45
-0.37 0.57 -0.10
-0.32 -2.18 2.09
-0.69 -0.17 -0.69
0.32 -1.04 -0.35
-1.41 -1.25 -1.25
-1.67 -1.60 0.52
-0.76 0.59 0.40

Its energy above the lowest of the compared OMol25 structures with the same formula, charge and spin is 137.2 kcal/mol. The net charge is +1. The value obtained for the HOMO-LUMO gap (spin up / spin down) is 6.0 / 7.5 eV. As for the lowest unoccupied orbital energy (spin up / spin down): -5.94 / -5.03 eV.

From a Löwdin analysis of the wavefunction, the atomic charges in e read: -0.008 -0.058 -0.049 0.007 0.028 -0.148 0.106 -0.100 -0.608 -0.024 -0.030 -0.127 0.047 0.152 0.130 0.105 0.159 0.163 0.098 0.146 0.130 0.095 0.120 0.104 0.067 0.090 0.109 0.060 0.148 0.091